1.
ORCA calculation (wB97M-V/def2-TZVPD) on a 3-piece molecular cluster, C5H16O2 overall at a distorted geometry.

As for the LUMO energy: 0.6 eV. For the HOMO energy, the calculation gives -10.28 eV. The calculation puts the relative energy (zero: lowest compared OMol25 entry of this formula, charge and spin) at 50.1 kcal per mole. The SMILES is CCCCC.O.O. As for the frontier orbital gap: 10.859 eV.

Geometry as XYZ:
```
23
Properties=species:S:1:pos:R:3:forces:R:3:nbo_charge:R:1
C 1.66873 -0.27152 2.12143 -2.875 2.172 -3.698 -0.595
C 0.90509 -1.38784 1.32675 1.615 -1.434 1.980 -0.403
C -0.08337 -1.05888 0.23000 -2.448 -1.939 0.743 -0.410
C -0.45034 0.39122 -0.00400 -1.590 -0.806 -0.417 -0.424
C -1.97925 0.72322 0.21698 3.519 -4.616 1.155 -0.588
H 2.08430 -0.58815 2.98543 1.754 -1.552 2.457 0.207
H 0.88016 0.46763 2.51131 1.167 -0.618 -0.893 0.198
H 2.40670 0.23798 1.44717 -0.595 -0.149 0.881 0.195
H 0.34598 -1.89340 2.12056 -0.033 -0.077 -0.026 0.197
H 1.64226 -2.20548 1.02919 -0.726 1.175 0.019 0.196
H 0.09273 -1.70539 -0.63649 0.650 0.865 -0.458 0.212
H -1.08261 -1.60794 0.51958 1.598 1.054 -0.100 0.189
H 0.22595 1.08342 0.40868 0.574 0.738 1.381 0.217
H -0.24204 0.58214 -1.00136 0.213 0.363 -2.321 0.203
H -2.03243 1.48628 0.84562 -0.800 3.476 2.574 0.206
H -2.43259 0.85105 -0.66150 -1.887 1.069 -3.241 0.199
H -2.41405 -0.17825 0.66875 -0.149 0.407 0.155 0.192
O 2.10525 1.83534 -1.85089 -0.776 -0.292 1.247 -0.925
H 2.52233 2.06752 -2.64750 0.639 0.914 -1.833 0.463
H 2.61712 1.06955 -1.61327 0.128 -0.638 0.579 0.464
O -2.56782 0.00428 -2.92353 0.994 1.558 -1.921 -0.926
H -2.48603 -0.41953 -2.10368 0.055 -1.112 1.795 0.462
H -1.72608 0.51676 -2.98922 -1.028 -0.559 -0.056 0.469
```
Forces are in eV/Å.

2.
ORCA calculation (wB97M-V/def2-TZVPD) on C5H17N2NiO2PSSi as an isolated structure.

The multiplicity is 3. As for the LUMO energy (spin up / spin down): -8.7 / -8.7 eV. For the HOMO energy (spin up / spin down), the calculation gives -14.09 / -14.07 eV. Its expectation value of S² is 2.01. Its total charge is +2. As for the frontier orbital gap (spin up / spin down): 5.354 / 5.353 eV.

Geometry as XYZ:
```
30
Properties=species:S:1:pos:R:3:forces:R:3:lowdin_spin:R:1
C -2.52416 -2.75219 -1.60543 -0.031 -0.049 -0.049 0.000
C -1.15890 -2.12032 -1.34070 -0.029 -0.028 -0.189 0.000
S -0.82212 -2.14223 0.43610 -0.032 0.007 0.188 0.003
C 0.68412 -1.13467 0.50994 -0.048 0.018 0.034 0.055
Si 0.21199 0.65699 0.71716 0.015 -0.208 -0.347 0.097
N -1.15880 1.13666 -0.18128 0.140 0.800 0.301 0.020
C 1.58067 1.94593 0.40363 0.141 -0.029 0.214 0.001
O 1.50047 2.60663 -0.86934 -0.258 -0.063 -0.058 0.004
C 1.82876 1.83899 -1.97850 0.250 0.074 0.056 0.012
P -0.28987 0.72316 3.02653 -0.026 0.070 0.010 0.524
N 0.70883 -0.33070 3.79007 -0.315 -0.173 0.133 0.079
O -1.77795 0.21625 3.28008 -0.110 0.081 -0.134 0.189
H -2.95591 -2.34498 -2.51821 0.044 -0.033 -0.041 0.000
H -3.23021 -2.55233 -0.79873 0.016 0.030 -0.004 0.000
H -2.44125 -3.83033 -1.72847 -0.026 0.005 0.091 0.000
H -0.37006 -2.68982 -1.83365 0.007 0.047 -0.023 0.000
H -1.12611 -1.09112 -1.69685 -0.042 0.042 0.098 0.000
H 1.27792 -1.23318 -0.40602 -0.025 -0.126 0.032 0.009
H 1.29737 -1.50691 1.33056 0.147 0.056 -0.065 -0.001
H -1.00014 2.02166 -0.65923 -0.028 -0.044 -0.012 0.001
H -2.07239 1.21449 0.24784 -0.094 -0.482 -0.243 0.002
H 1.45840 2.74700 1.13511 0.058 0.041 -0.038 0.001
H 2.58694 1.53875 0.55892 -0.036 -0.044 -0.035 0.000
H 2.66567 1.15449 -1.80030 -0.014 0.009 -0.017 0.001
H 0.98599 1.30908 -2.43209 -0.013 0.008 0.036 0.001
H 2.13248 2.64413 -2.72239 -0.236 -0.044 0.068 0.005
H 0.52739 -1.31687 3.60469 0.107 0.017 0.005 0.010
H 0.81858 -0.19723 4.79287 0.169 0.089 -0.055 0.011
H -2.51690 0.67169 2.84043 0.113 -0.079 0.151 0.000
Ni 3.17919 2.81699 -4.10273 0.157 0.008 -0.108 0.977
```
Forces are in eV/Å.